Record 1
Computed, not measured: a 10-piece molecular cluster, C31H41N12O2 overall in a non-equilibrium geometry, with wB97M-V/def2-TZVPD.

The energy is -2012.90747 Eh. The calculation puts the maximum force at 3.76 eV/Å. Its net charge is +1. The highest occupied orbital energy comes out at -11.36 eV.

```
86
Properties=species:S:1:pos:R:3:forces:R:3:lowdin_charge:R:1
C 3.751 -3.394 -2.395 -0.451 0.939 0.360 -0.058
C 3.518 -1.854 -2.187 -0.782 0.723 0.459 -0.231
C 4.460 -0.838 -2.631 -1.029 0.967 0.487 -0.033
C 4.197 0.592 -2.459 -2.105 -2.326 0.909 -0.046
C 2.931 0.964 -1.808 0.892 -1.073 -0.497 -0.048
C 1.996 -0.041 -1.348 0.724 -0.755 -0.725 -0.218
C 0.626 0.317 -0.667 0.585 0.465 -1.354 -0.093
C -0.541 0.321 -1.726 2.535 0.196 1.825 -0.159
C -0.467 1.354 -2.748 -3.004 -0.895 -1.372 0.093
C -1.573 1.391 -3.701 1.554 -1.892 2.856 0.072
C -2.532 0.319 -3.453 0.915 1.824 -1.075 0.007
N -2.386 -0.563 -2.465 -1.867 -0.734 -0.539 -0.089
C -3.440 -1.656 -2.367 -1.001 -0.005 -0.763 -0.110
O -3.519 -2.220 -1.082 0.943 -0.151 -2.598 -0.075
N -4.183 -1.386 -0.181 0.157 -0.589 1.834 -0.007
O -4.045 -1.876 0.872 -0.714 1.069 -0.439 0.116
N -1.454 -0.647 -1.536 1.085 2.492 -1.765 0.212
C 2.284 -1.456 -1.530 1.541 1.659 -0.927 -0.023
H 3.648 -3.630 -3.482 0.452 0.041 0.825 0.087
H 4.731 -3.700 -1.959 -0.627 0.139 -0.664 0.075
H 2.942 -3.959 -1.855 0.752 0.565 -0.459 0.061
H 5.409 -1.138 -3.130 -0.873 0.127 0.478 0.114
H 4.913 1.356 -2.823 -0.633 -0.655 0.384 0.103
H 2.736 2.058 -1.678 0.013 -1.127 0.074 0.107
H 0.723 1.376 -0.324 -0.197 -0.931 0.270 0.106
H 0.452 -0.423 0.147 -0.112 0.789 -0.521 0.101
H 0.372 2.077 -2.763 -0.628 -0.685 0.072 0.135
H -1.662 2.120 -4.527 -0.086 -0.643 0.676 0.131
H -3.416 0.243 -4.125 0.703 -0.264 0.848 0.156
H -4.403 -1.186 -2.705 0.807 -0.369 0.592 0.144
H -3.177 -2.424 -3.135 -0.047 0.343 1.044 0.162
H 1.564 -2.226 -1.170 0.689 0.716 -0.277 0.114
C 6.072 -6.623 -3.211 0.420 0.391 -0.063 -0.072
C 6.927 -5.415 -3.266 -0.437 -0.599 0.019 -0.280
N 7.587 -4.477 -3.307 -0.056 0.077 0.011 0.121
H 6.430 -7.296 -2.433 -0.051 0.073 0.008 0.067
H 5.044 -6.339 -2.989 0.066 0.015 0.021 0.051
H 6.099 -7.140 -4.170 0.029 0.067 0.024 0.081
C -6.850 1.051 0.469 -0.300 0.468 -0.076 -0.068
C -7.563 2.317 0.183 0.350 -0.657 0.151 -0.258
N -8.117 3.297 -0.039 0.030 0.106 -0.012 0.132
H -7.434 0.207 0.104 -0.014 0.067 0.019 0.081
H -5.879 1.053 -0.024 -0.044 0.044 0.034 0.058
H -6.704 0.944 1.544 -0.006 0.030 -0.048 0.088
C 0.223 0.507 3.236 0.370 0.448 -0.178 -0.064
C 1.188 1.404 2.563 -0.367 -0.502 0.292 -0.299
N 1.931 2.097 2.028 -0.072 0.062 -0.066 0.129
H -0.211 -0.179 2.509 0.071 0.005 0.044 0.066
H 0.727 -0.068 4.011 0.021 0.011 -0.098 0.086
H -0.571 1.101 3.686 0.007 -0.092 -0.012 0.033
C 5.266 -1.475 1.485 -0.671 0.147 -0.201 -0.060
C 3.793 -1.457 1.632 0.760 0.008 -0.102 -0.236
N 2.652 -1.444 1.742 -0.190 -0.004 0.014 0.148
H 5.565 -0.801 0.681 -0.126 -0.017 -0.008 0.080
H 5.733 -1.155 2.410 -0.079 -0.064 -0.075 0.036
H 5.603 -2.483 1.248 -0.006 0.038 0.115 0.078
C 7.235 -0.873 5.501 -0.040 -0.394 -0.391 -0.055
C 7.097 -1.923 4.465 0.152 0.421 0.602 -0.258
N 6.990 -2.737 3.663 0.061 -0.007 0.122 0.140
H 6.387 -0.190 5.452 0.028 -0.048 -0.014 0.080
H 7.267 -1.331 6.489 -0.006 -0.010 -0.068 0.083
H 8.154 -0.312 5.339 -0.038 -0.053 -0.016 0.083
C -1.957 4.120 4.233 -0.173 -0.525 -0.004 -0.058
C -2.531 2.756 4.325 0.034 0.385 0.024 -0.278
N -2.983 1.700 4.401 0.217 0.354 -0.130 0.118
H -2.261 4.707 5.099 -0.024 -0.047 -0.053 0.086
H -0.869 4.063 4.206 -0.046 -0.043 0.019 0.077
H -2.311 4.614 3.328 -0.064 -0.006 0.085 0.054
C -5.643 6.144 0.187 0.253 0.108 0.494 -0.066
C -4.817 6.325 1.403 -0.404 -0.084 -0.636 -0.261
N -4.175 6.466 2.343 0.090 -0.106 0.053 0.122
H -5.031 5.740 -0.619 0.002 0.036 0.055 0.077
H -6.459 5.450 0.394 0.038 0.019 -0.003 0.046
H -6.062 7.100 -0.126 0.038 -0.031 0.022 0.052
C 2.385 -6.948 -0.637 0.525 -0.155 0.126 -0.069
C 3.777 -7.377 -0.367 -0.707 0.208 -0.101 -0.268
N 4.855 -7.710 -0.158 0.033 0.023 -0.059 0.141
H 2.270 -6.707 -1.693 0.027 -0.035 0.039 0.071
H 1.695 -7.750 -0.377 0.059 0.023 -0.008 0.081
H 2.148 -6.067 -0.041 0.044 -0.051 0.001 0.077
C -9.851 6.901 0.227 0.364 0.344 -0.236 -0.065
C -8.871 7.802 -0.423 -0.141 0.004 0.008 -0.270
N -8.118 8.510 -0.934 -0.343 -0.476 0.310 0.124
H -10.270 6.218 -0.510 0.064 0.029 0.025 0.080
H -9.360 6.323 1.010 -0.006 0.016 -0.062 0.072
H -10.656 7.488 0.668 0.069 0.015 -0.035 0.081
```
Forces are in eV/Å.

Record 2
Computed, not measured: C31H41N2O4PSr as an isolated structure, with wB97M-V/def2-TZVPD.

The energy is -1988.03367 Eh. The calculation puts the maximum force at 0.88 eV/Å. Its net charge is +2. The highest occupied orbital energy comes out at -13.24 eV.

```
80
Properties=species:S:1:pos:R:3:forces:R:3:lowdin_charge:R:1
Sr 0.077 0.497 0.394 -0.093 -0.367 -0.795 1.463
C 3.370 0.480 0.847 -0.009 0.052 0.175 -0.144
C 3.014 -0.134 2.194 -0.013 0.018 0.043 -0.152
O 1.605 -0.348 2.231 -0.035 -0.004 0.060 -0.280
C 1.074 -0.557 3.534 -0.019 0.061 0.090 -0.157
C -0.441 -0.633 3.441 0.046 0.045 0.055 -0.140
O -1.024 0.404 2.636 0.161 0.079 0.183 -0.276
C -1.200 1.700 3.233 -0.021 0.011 -0.005 -0.130
C -0.038 2.639 2.972 0.051 -0.002 0.063 -0.153
O 0.170 2.728 1.558 -0.076 -0.013 0.166 -0.268
C 1.307 3.507 1.154 0.006 -0.008 0.046 -0.136
C 2.589 2.712 1.269 0.007 0.043 -0.030 -0.146
O 2.459 1.523 0.483 0.007 0.014 0.212 -0.264
H 3.311 -0.253 0.041 0.019 -0.016 0.024 0.127
H 4.392 0.862 0.912 0.020 -0.024 -0.180 0.150
H 3.293 0.525 3.022 0.018 -0.009 -0.009 0.131
H 3.552 -1.077 2.324 0.004 0.005 -0.010 0.150
H 1.391 0.261 4.190 0.014 -0.011 -0.006 0.132
H 1.448 -1.492 3.961 -0.008 0.002 0.004 0.151
H -0.854 -0.604 4.451 -0.085 -0.042 -0.032 0.146
H -0.745 -1.566 2.966 0.005 0.002 0.002 0.134
H -1.363 1.600 4.307 0.012 0.008 0.005 0.148
H -2.107 2.111 2.788 -0.005 -0.022 -0.001 0.145
H 0.871 2.285 3.465 0.011 0.022 -0.008 0.123
H -0.289 3.624 3.375 0.023 0.012 -0.010 0.152
H 1.381 4.412 1.760 -0.032 0.026 -0.037 0.149
H 1.119 3.790 0.118 0.008 -0.012 -0.001 0.125
H 2.787 2.455 2.312 0.007 0.006 0.000 0.124
H 3.429 3.310 0.904 -0.007 -0.001 -0.003 0.153
N -1.873 -0.477 -1.338 0.008 0.042 -0.014 -0.002
C -2.407 0.160 -2.529 -0.054 -0.004 0.017 -0.330
C -3.636 -0.239 -3.035 -0.007 0.015 -0.015 -0.026
C -4.144 0.350 -4.183 -0.004 -0.022 0.020 -0.051
C -3.414 1.330 -4.839 0.019 0.016 -0.006 -0.052
C -2.187 1.729 -4.334 -0.015 0.001 0.022 -0.053
C -1.672 1.159 -3.170 -0.025 -0.006 0.014 -0.323
P -0.129 1.744 -2.407 -0.100 0.080 0.021 1.033
C 0.237 3.312 -3.231 0.126 -0.083 -0.057 -0.403
C -0.234 4.479 -2.632 -0.008 0.008 0.013 -0.110
C -0.020 5.709 -3.236 0.006 -0.001 -0.014 -0.064
C 0.680 5.778 -4.432 -0.009 0.010 0.008 -0.056
C 1.159 4.619 -5.030 0.002 -0.003 -0.008 -0.056
C 0.936 3.387 -4.435 0.009 0.013 0.010 -0.087
C 1.138 0.554 -2.975 0.023 0.037 0.079 -0.385
C 0.819 -0.672 -3.554 -0.061 -0.008 -0.077 -0.087
C 1.818 -1.590 -3.854 0.011 -0.004 -0.004 -0.077
C 3.144 -1.294 -3.580 -0.001 0.003 0.007 -0.065
C 3.474 -0.070 -3.007 -0.009 -0.014 -0.018 -0.068
C 2.479 0.843 -2.698 -0.009 -0.028 0.021 -0.116
H -2.649 -0.867 -0.808 0.010 -0.025 -0.007 0.093
H -1.310 -1.278 -1.618 0.017 0.004 0.002 0.049
H -4.199 -1.017 -2.532 0.002 0.002 0.006 0.118
H -5.106 0.038 -4.566 0.000 0.002 -0.001 0.117
H -3.802 1.789 -5.737 0.001 0.000 0.000 0.117
H -1.631 2.510 -4.836 0.003 0.007 -0.009 0.107
H -0.788 4.424 -1.701 0.003 0.001 0.003 0.100
H -0.397 6.612 -2.775 0.000 0.000 0.001 0.112
H 0.852 6.738 -4.901 0.001 -0.001 -0.002 0.115
H 1.700 4.676 -5.965 0.001 -0.001 0.002 0.115
H 1.304 2.485 -4.909 0.005 0.001 0.002 0.113
H -0.210 -0.894 -3.820 0.013 0.001 0.013 0.107
H 1.560 -2.526 -4.334 0.008 0.008 -0.009 0.107
H 3.923 -2.001 -3.834 0.003 0.000 -0.002 0.114
H 4.511 0.178 -2.819 0.003 0.001 -0.001 0.116
H 2.743 1.800 -2.262 0.005 -0.003 -0.003 0.110
C -0.039 -5.576 0.129 -0.006 -0.009 -0.010 -0.026
C 0.500 -4.607 -0.932 0.039 0.084 0.012 -0.581
C 1.969 -4.910 -1.259 -0.003 -0.010 -0.017 -0.022
C -0.360 -4.653 -2.203 -0.002 -0.010 -0.010 -0.024
C 0.426 -3.236 -0.395 -0.001 -0.050 -0.005 -0.123
N 0.352 -2.161 0.005 -0.017 0.083 -0.024 0.140
H 0.011 -6.588 -0.273 -0.002 -0.002 0.009 0.102
H -1.077 -5.358 0.377 -0.003 -0.001 0.000 0.094
H 0.558 -5.540 1.040 0.007 0.000 0.003 0.095
H 2.030 -5.916 -1.673 0.006 0.001 0.002 0.103
H 2.591 -4.870 -0.365 0.002 -0.001 0.004 0.096
H 2.362 -4.209 -1.996 -0.002 0.001 0.005 0.080
H -0.308 -5.658 -2.621 -0.006 0.003 -0.005 0.104
H 0.006 -3.950 -2.953 -0.004 -0.008 0.012 0.074
H -1.405 -4.429 -1.986 -0.004 -0.006 0.004 0.094
```
Forces are in eV/Å.